1.
Computed, not measured: a structure of composition C24H35N5O2PS4Y, with ωB97M-V/def2-TZVPD.

The geometry in XYZ format:
```
72
Properties=species:S:1:pos:R:3:forces:R:3:lowdin_charge:R:1
Y 0.535927 -0.911666 0.125366 -0.597 0.275 -0.549 1.733
C 1.584350 -2.995694 -1.023189 0.064 0.014 -0.111 -0.185
C 0.312989 -3.574628 -0.914999 0.073 0.112 0.214 -0.121
C -0.651186 -3.314355 -1.891114 0.061 0.044 0.108 -0.055
C -0.360927 -2.466242 -2.954810 -0.116 0.010 -0.055 -0.029
C 0.898126 -1.882488 -3.068756 0.021 0.011 0.061 -0.055
C 1.873442 -2.154136 -2.110718 0.132 0.168 0.477 -0.090
H 2.330431 -3.170373 -0.251595 0.103 -0.264 -0.159 0.123
H 0.100425 -4.236447 -0.082663 0.020 -0.116 -0.083 0.121
H -1.615041 -3.806209 -1.850738 0.002 -0.004 0.006 0.122
H -1.107504 -2.283930 -3.717684 0.012 0.010 0.003 0.137
H 1.124208 -1.235335 -3.903617 -0.003 0.010 -0.019 0.110
H 2.858452 -1.708732 -2.196136 0.037 -0.084 -0.083 0.137
C 0.528504 4.146871 -4.361198 0.107 -0.005 -0.040 -0.520
C 0.317264 2.679456 -4.692376 0.043 -0.106 -0.084 -0.483
S 0.155643 1.551337 -3.265830 -0.025 -0.026 -0.028 0.848
C -1.619940 1.251607 -3.095999 -0.073 0.010 -0.054 -0.525
C -2.428842 2.226291 -2.244270 -0.072 -0.014 -0.033 -0.506
S -1.642860 2.726723 -0.685951 -0.014 -0.125 0.110 0.829
C -1.455452 4.523690 -0.857773 -0.076 0.094 0.008 -0.509
C -0.381311 5.020566 -1.814215 0.069 0.124 0.039 -0.509
S -0.873870 4.960521 -3.568014 -0.026 0.059 0.071 0.932
H 0.702270 4.675957 -5.300437 -0.058 0.012 0.005 0.091
H 1.429140 4.303590 -3.765987 -0.029 -0.025 0.030 0.081
H 1.163236 2.301885 -5.270176 -0.011 0.012 0.028 0.085
H -0.575830 2.533947 -5.299998 -0.001 0.032 -0.006 0.089
H -1.699136 0.239403 -2.690964 0.021 0.013 0.094 0.031
H -2.071922 1.207021 -4.089690 0.091 0.009 -0.022 0.098
H -3.396316 1.772385 -2.022944 0.006 0.021 0.040 0.078
H -2.613640 3.144982 -2.794525 0.009 -0.018 -0.018 0.042
H -1.235512 4.863162 0.156960 0.035 0.006 -0.009 0.079
H -2.429002 4.944796 -1.113909 0.006 -0.032 -0.005 0.091
H 0.551722 4.472286 -1.686731 -0.002 -0.042 -0.039 0.041
H -0.173416 6.061842 -1.558702 -0.018 -0.007 -0.052 0.088
N 3.936886 -0.701416 2.803068 -0.094 0.121 -0.086 0.231
C 3.602872 -1.973079 3.259812 -0.109 -0.138 0.031 -0.151
C 4.252188 -2.846369 4.123335 -0.004 -0.070 0.013 0.037
C 3.623472 -4.054425 4.351366 0.056 0.047 0.015 -0.020
C 2.395015 -4.373763 3.751467 -0.051 -0.012 -0.028 -0.035
C 1.752920 -3.496267 2.899454 0.036 -0.048 0.018 -0.025
C 2.383278 -2.279727 2.651609 0.073 -0.070 0.105 -0.219
N 2.007482 -1.202305 1.835868 0.082 -0.037 0.079 -0.004
C 2.978386 -0.289140 1.974689 0.103 -0.034 0.020 -0.251
C 2.911688 0.959759 1.233617 0.113 -0.024 -0.044 -0.306
C 3.719352 2.048994 1.258644 -0.089 0.015 0.031 -0.259
S 3.139138 3.228252 0.163674 -0.005 -0.084 -0.005 1.197
C 1.870150 2.211337 -0.280135 -0.035 0.007 0.025 -0.452
N 1.849610 1.045162 0.340359 0.077 0.146 -0.051 -0.100
H 4.771972 -0.186696 3.045675 0.013 -0.020 0.016 0.196
H 5.198102 -2.608128 4.590796 -0.005 0.025 -0.009 0.137
H 4.086470 -4.774446 5.012043 0.004 0.004 -0.001 0.132
H 1.945134 -5.332236 3.972400 -0.005 0.007 -0.008 0.125
H 0.792622 -3.748787 2.464575 -0.006 0.027 -0.007 0.097
H 4.599066 2.235911 1.855810 -0.002 -0.025 0.004 0.108
H 1.119164 2.480960 -1.012803 0.002 0.001 -0.070 -0.023
N -2.668474 0.827805 3.643845 0.020 0.047 -0.011 0.185
C -2.714280 0.951547 2.138723 -0.039 -0.077 -0.002 -0.178
P -2.343816 -0.662153 1.317232 -0.058 0.216 -0.061 0.429
O -1.460748 -1.476546 2.213356 0.060 -0.081 0.178 -0.341
O -1.671232 -0.406658 -0.019593 -0.051 0.003 0.022 -0.452
C -3.992531 -1.487586 1.118239 0.070 -0.018 0.031 -0.144
N -3.896868 -2.976833 1.314999 -0.042 -0.006 -0.008 0.185
H -2.426488 1.727692 4.072852 -0.010 -0.004 0.018 0.189
H -1.964818 0.136010 3.931707 0.012 -0.013 0.008 0.157
H -3.565136 0.551973 4.054214 -0.005 -0.016 0.001 0.182
H -1.942234 1.654752 1.822218 0.031 -0.042 -0.023 0.060
H -3.663783 1.400768 1.847040 -0.007 -0.037 -0.025 0.127
H -4.437289 -1.289852 0.143088 0.038 0.014 -0.018 0.130
H -4.683735 -1.117423 1.876742 0.012 0.017 -0.008 0.120
H -3.501202 -3.451587 0.500001 0.000 -0.001 -0.001 0.173
H -4.827335 -3.384162 1.468520 0.000 -0.021 0.005 0.194
H -3.309412 -3.209401 2.124842 0.023 0.007 -0.001 0.165
```
Forces are in eV/Å.

## Properties
LUMO energy ... -10.96 eV
Total charge ... +4
HOMO ... -16.799 eV
ΔE to the lowest compared entry with this formula, charge and spin ... 226.7 kJ/mol

2.
Computed, not measured: a structure of composition C24H35N5O2PS4Y, with ωB97M-V/def2-TZVPD.

The geometry in XYZ format:
```
72
Properties=species:S:1:pos:R:3:forces:R:3:lowdin_charge:R:1
Y 0.275137 0.905589 0.076160 -0.678 -0.775 -0.218 1.730
C -1.139428 2.982048 0.210574 -0.828 0.774 -0.134 -0.241
C -1.182463 3.093514 -1.196218 0.106 0.169 0.320 -0.122
C -2.278515 2.600205 -1.896289 0.110 -0.089 -0.103 -0.041
C -3.334965 2.003770 -1.217250 0.003 -0.076 0.022 -0.013
C -3.296819 1.878192 0.165883 -0.049 -0.072 0.020 -0.062
C -2.203244 2.352104 0.885094 0.238 0.354 -0.009 -0.091
H -0.455640 3.623602 0.766248 0.240 -0.285 0.036 0.127
H -0.440788 3.702434 -1.702312 0.052 -0.073 -0.018 0.119
H -2.356907 2.764532 -2.963792 0.025 -0.023 -0.003 0.125
H -4.214785 1.682298 -1.759696 0.004 0.010 -0.010 0.138
H -4.152988 1.483832 0.692775 0.041 -0.077 0.012 0.120
H -2.242318 2.365624 1.968656 0.077 -0.087 0.003 0.135
C -4.451708 -3.396657 2.214828 0.221 -0.031 -0.342 -0.507
C -4.582734 -2.116371 1.390005 0.139 -0.036 0.240 -0.473
S -3.002995 -1.350541 0.863339 0.056 -0.070 -0.251 0.835
C -2.824229 -1.780612 -0.906176 -0.103 -0.108 0.472 -0.520
C -2.179056 -3.125926 -1.202883 0.258 0.160 -0.061 -0.505
S -0.569971 -3.342432 -0.369008 -0.032 -0.211 -0.011 0.810
C -0.892022 -4.787621 0.713388 -0.112 0.355 0.049 -0.491
C -1.865316 -4.518189 1.862540 -0.232 -0.257 -0.005 -0.519
S -3.618383 -4.778142 1.382364 0.068 0.108 0.046 0.922
H -5.459389 -3.755826 2.426681 0.014 -0.008 0.106 0.090
H -3.952620 -3.214866 3.165437 -0.086 0.033 0.057 0.084
H -5.079129 -1.358189 1.998872 -0.063 0.005 -0.094 0.081
H -5.174030 -2.277916 0.490089 -0.007 -0.011 -0.010 0.089
H -2.208528 -0.978808 -1.314463 -0.105 0.056 -0.120 0.016
H -3.810603 -1.728292 -1.369546 0.012 0.049 -0.047 0.095
H -2.020998 -3.230576 -2.277826 -0.028 0.014 0.010 0.079
H -2.815606 -3.938800 -0.869807 -0.048 -0.034 -0.016 0.031
H 0.090016 -5.049292 1.108965 0.014 -0.068 -0.040 0.077
H -1.232783 -5.608897 0.084053 0.076 -0.045 0.017 0.087
H -1.769372 -3.500192 2.232322 -0.044 -0.049 0.049 0.010
H -1.658302 -5.210898 2.679360 0.089 0.013 -0.015 0.086
N 2.928225 2.376419 3.129885 -0.048 -0.134 0.103 0.229
C 3.182735 3.473018 2.316635 -0.103 0.176 -0.496 -0.151
C 3.874783 4.657764 2.541164 0.025 -0.082 0.181 0.035
C 3.873667 5.576506 1.512925 0.018 -0.073 -0.004 -0.018
C 3.231530 5.310565 0.291878 -0.040 0.050 -0.096 -0.032
C 2.568302 4.122687 0.060191 -0.017 -0.139 0.039 -0.023
C 2.539764 3.199180 1.103406 0.203 0.224 0.268 -0.219
N 1.908114 1.955140 1.213328 0.124 -0.124 0.163 -0.014
C 2.168994 1.511206 2.455503 0.081 0.285 -0.100 -0.247
C 1.598611 0.261303 2.925512 0.006 -0.309 0.382 -0.308
C 1.776035 -0.383789 4.109904 0.052 0.107 -0.097 -0.265
S 0.850466 -1.818390 4.152148 -0.044 0.100 -0.224 1.202
C 0.272620 -1.496798 2.593152 -0.042 -0.164 0.078 -0.431
N 0.728701 -0.385746 2.054246 0.086 0.393 -0.229 -0.094
H 3.236350 2.297300 4.089896 -0.046 -0.104 -0.012 0.197
H 4.379837 4.845561 3.479705 -0.007 0.083 -0.022 0.137
H 4.383810 6.520846 1.642498 0.008 -0.003 0.010 0.133
H 3.260835 6.062897 -0.484753 0.031 -0.012 -0.005 0.127
H 2.109014 3.905995 -0.897892 0.000 0.076 -0.014 0.101
H 2.400490 -0.099433 4.943557 -0.025 -0.013 0.020 0.107
H -0.407033 -2.154311 2.059914 0.030 0.123 0.048 0.001
N 3.987130 -1.433591 -2.022074 0.039 0.060 -0.014 0.184
C 2.546612 -1.841922 -1.910167 -0.664 0.234 -0.102 -0.163
P 1.424918 -0.447597 -2.440502 0.222 -0.461 -0.711 0.429
O 2.158375 0.834763 -2.186695 0.121 0.057 0.215 -0.341
O 0.108207 -0.519379 -1.697276 0.234 0.084 0.357 -0.455
C 1.101771 -0.709223 -4.263600 0.017 -0.147 0.640 -0.144
N 1.061517 0.588059 -5.009811 0.014 0.027 -0.002 0.187
H 4.561132 -1.842456 -1.278220 0.005 -0.040 0.015 0.188
H 4.056599 -0.407158 -1.958924 0.084 -0.004 0.026 0.151
H 4.415867 -1.728424 -2.903990 0.012 0.005 -0.032 0.186
H 2.296622 -2.022740 -0.862788 0.106 -0.062 0.000 0.094
H 2.358362 -2.771459 -2.446217 0.102 -0.042 0.026 0.125
H 0.142991 -1.220655 -4.352457 -0.018 0.062 -0.175 0.126
H 1.864660 -1.348712 -4.706414 0.037 0.097 -0.084 0.121
H 0.220197 1.124720 -4.785962 -0.028 0.037 -0.049 0.178
H 1.062804 0.442115 -6.026171 -0.008 -0.033 -0.034 0.195
H 1.867866 1.177038 -4.773903 0.010 0.050 -0.020 0.169
```
Forces are in eV/Å.

## Properties
LUMO energy ... -11.00 eV
Total charge ... +4
HOMO ... -16.725 eV
ΔE to the lowest compared entry with this formula, charge and spin ... 271.5 kJ/mol

Among the records above, which one has the highest LUMO energy? number 1